1.
17
Properties=species:S:1:pos:R:3 method="wB97M-V/def2-TZVPD" energy_ha=-309.6947 homo_energy_ev=-8.91 lumo_energy_ha=0.0343 homo_lumo_gap_ev=9.8 de_lowest_ev=4.019 max_force_ev_per_a=0.5
C -1.16938 -0.50040 0.55788
C -1.00076 0.70847 -0.31408
C 0.10698 1.65942 0.05523
C 0.30908 0.67585 -1.05861
C 1.06771 -0.60235 -0.75976
C 0.59059 -1.21157 0.55816
O 1.13752 -0.79593 1.70449
H -1.65942 -0.28399 1.52889
H -0.17643 -0.61795 1.43619
H -1.69499 -1.34076 0.10606
H -1.88942 1.10200 -0.79881
H -0.02430 2.70375 -0.21049
H 0.64525 1.47864 0.98272
H 0.36268 1.05826 -2.07582
H 2.14127 -0.43851 -0.61668
H 0.91803 -1.31222 -1.58208
H 0.33558 -2.28269 0.48670

***

2.
22
Properties=species:S:1:pos:R:3 method="wB97M-V/def2-TZVPD" energy_ha=-645.6477 homo_energy_ev="-9.21 / -9.20" lumo_energy_ha="-0.0707 / -0.0706" homo_lumo_gap_ev="7.3 / 7.3" smiles="C/C(=C(/C#N)c1ccccc1)[N+](=O)[O-]" de_lowest_ev=4.655 max_force_ev_per_a=10.3
C 2.16481 0.93236 0.95265
C -2.40259 -0.95858 1.76851
C -1.80296 0.19779 2.29080
C -1.92714 -1.58733 0.65848
C -0.76878 0.68037 1.64846
C -0.74280 -1.18476 0.13120
C -0.11570 -0.04612 0.60967
C 1.11937 0.46935 0.10837
C 1.33015 0.37128 -1.44700
C 0.17822 0.27250 -2.23133
N 3.09984 1.15092 1.58948
N 2.59179 0.71967 -1.85666
O 2.71877 1.04213 -2.99879
O 3.52804 0.55902 -1.11861
H -3.28202 -1.40621 2.22861
H -2.19691 0.64970 3.15607
H -2.40938 -2.49327 0.35231
H -0.26641 1.54905 2.11404
H -0.36403 -1.77729 -0.59726
H -0.06858 -0.74321 -2.46199
H -0.66549 0.67626 -1.71172
H 0.28180 0.92638 -3.18528

***

3.
31
Properties=species:S:1:pos:R:3 method="wB97M-V/def2-TZVPD" energy_ha=-1736.3006 homo_energy_ev="-4.95 / -5.42" lumo_energy_ha="-0.0156 / -0.0338" homo_lumo_gap_ev="4.5 / 4.5" de_lowest_ev=5.775 multiplicity=8 max_force_ev_per_a=3.0
C -0.18753 0.49518 -1.16606
C -1.41484 1.18688 -1.17511
C -1.21211 2.50709 -0.67115
C 0.16633 2.66697 -0.33431
C 0.85023 1.46744 -0.60266
Gd 2.10432 -1.84880 0.67008
P 0.33930 -4.01452 1.06974
H 0.01817 -0.50796 -1.54873
H -2.36606 0.77576 -1.51704
H -1.98349 3.26940 -0.57563
H 1.91997 1.26773 -0.49330
H 0.61941 3.57735 0.05896
H 0.74514 -5.35448 0.75569
H -0.90592 -4.05773 0.34846
H -0.18902 -4.31948 2.36852
C 2.83759 0.58958 4.66138
N 1.63095 0.27600 3.88708
C 0.39929 0.80292 4.20700
C -0.69585 0.49555 3.44931
C -0.55251 -0.34080 2.34201
N 0.68797 -0.82545 2.01943
C 1.74953 -0.48742 2.81447
O 2.90026 -0.95643 2.42262
N -1.53690 -0.76321 1.54524
H 3.30841 -0.32929 5.02806
H 2.53044 1.21042 5.50572
H 3.55698 1.13696 4.04128
H 0.41354 1.44028 5.08927
H -1.68058 0.89076 3.68990
H -2.46021 -0.35658 1.62124
H -1.33054 -1.29222 0.69984

***

4.
11
Properties=species:S:1:pos:R:3 method="wB97M-V/def2-TZVPD" energy_ha=-595.5747 homo_energy_ev="-4.74 / -7.84" lumo_energy_ha="-0.0559 / -0.0574" homo_lumo_gap_ev="3.2 / 6.3" de_lowest_ev=0.224 multiplicity=2 max_force_ev_per_a=2.5
O -0.04108 -1.00823 2.27858
C 0.75667 -1.71899 1.79570
C -0.22094 0.45249 -1.10915
O 0.76174 -0.33306 -1.06618
O 1.43513 -2.61708 1.51724
C -0.43570 1.66071 -0.47720
Ag -1.64921 0.86759 1.71908
F -1.35040 -0.13635 -1.64138
H -1.14792 2.36072 -0.91461
H 0.38634 2.04637 0.13109
Li 1.50535 -1.57418 -2.23317

***

5.
17
Properties=species:S:1:pos:R:3 method="wB97M-V/def2-TZVPD" energy_ha=-649.0315 homo_energy_ev=-8.79 lumo_energy_ha=0.0236 homo_lumo_gap_ev=9.4 de_lowest_ev=1.376 max_force_ev_per_a=2.8
C 0.23619 1.47613 1.86659
O 0.05382 1.76843 0.49683
H 1.32029 1.54271 2.17376
H -0.29379 2.23236 2.49880
H -0.15337 0.47926 2.14223
C 0.47961 -1.00792 -0.97006
C -0.95757 -0.81286 -0.50265
S -1.90064 -2.36216 -0.74511
N 1.22146 0.25418 -1.06899
H 0.48933 -1.46647 -1.94345
H 1.00827 -1.65314 -0.25530
H -1.41649 0.00658 -1.08585
H -0.96975 -0.58482 0.56739
H -3.07484 -1.85960 -0.28670
H 2.17764 0.21289 -0.75062
H 0.61971 1.03661 -0.17375
H 1.16014 0.73782 -1.96313

***

6.
67
Properties=species:S:1:pos:R:3 method="wB97M-V/def2-TZVPD" energy_ha=-1906.6827 homo_energy_ev="-5.41 / -7.38" lumo_energy_ha="0.0189 / -0.0450" homo_lumo_gap_ev="5.9 / 6.2" multiplicity=5 max_force_ev_per_a=2.2
Pt -0.37923 -0.25144 -0.51394
P -2.46361 0.22159 0.50980
P 1.66044 -0.84113 -1.72713
N -0.56905 -2.13226 -0.07858
H -1.46565 2.87577 -1.51939
C -3.94763 0.25785 -0.55545
H -4.82115 0.51891 0.06534
H -4.10446 -0.72665 -1.01658
H -3.82199 1.01113 -1.34591
C -2.58165 1.81397 1.39064
H -3.60013 1.94202 1.78900
H -2.34497 2.63263 0.70050
H -1.85631 1.81868 2.21132
C -2.89069 -1.00101 1.79810
H -3.74977 -0.63664 2.37803
H -2.03103 -1.14741 2.45957
H -3.14112 -1.95756 1.32761
C 1.62226 -1.14717 -3.53206
H 2.63753 -1.40082 -3.88698
H 1.26431 -0.25322 -4.05934
H 0.95145 -1.98846 -3.75151
C 2.96573 0.42947 -1.62440
H 3.83317 0.10097 -2.21611
H 3.26348 0.57416 -0.58182
H 2.56693 1.36776 -2.02285
C 2.53598 -2.34142 -1.14482
H 3.49086 -2.43166 -1.68399
H 1.90852 -3.20955 -1.36484
H 2.72158 -2.29728 -0.06965
C -0.69684 -3.35672 0.35050
C -1.65951 -5.62379 0.05725
C -1.48582 -4.32658 -0.38362
C -0.12285 -3.85525 1.57816
C -0.28148 -5.16953 1.98024
C -1.05638 -6.06866 1.24110
H -2.27192 -6.31199 -0.51501
H -1.94668 -3.95660 -1.30564
H 0.43960 -3.14402 2.19557
H 0.19796 -5.50701 2.89462
H -1.19347 -7.09639 1.58340
C -0.74279 2.59389 -2.31736
O -0.06705 1.37260 -2.02845
C -1.56039 2.44617 -3.61832
H -1.34030 3.25979 -4.32133
H -2.64287 2.49202 -3.41954
H -1.32002 1.48007 -4.09148
C 0.39329 3.62511 -2.33855
H 0.92544 3.47470 -3.29159
H 1.09358 3.44263 -1.50635
H 0.07416 4.67055 -2.28383
C 1.48591 4.39746 2.49757
C 0.59827 4.15282 1.43450
C 0.43090 2.85641 0.96116
C 1.06519 1.74192 1.55395
C 0.86046 0.38131 1.12692
C 1.59529 -0.61134 1.74266
C 2.51696 -0.36196 2.79124
C 2.69760 0.92937 3.24267
C 1.99335 1.99705 2.63777
C 2.16298 3.33181 3.07831
H 1.62893 5.42706 2.83983
H 0.04635 4.97424 0.96957
H -0.21573 2.66904 0.09829
H 1.46583 -1.63472 1.40223
H 3.06887 -1.18543 3.24775
H 3.36377 1.16539 4.07504
H 2.84565 3.52735 3.90621

***

7.
15
Properties=species:S:1:pos:R:3 method="wB97M-V/def2-TZVPD" energy_ha=-304.2261 homo_energy_ev=-14.76 lumo_energy_ha=-0.1250 homo_lumo_gap_ev=11.4 smiles="NC(=O)CC[NH3+]" de_lowest_ev=0.660 charge=+1 max_force_ev_per_a=3.8
C -1.32562 -0.30548 -0.02033
C 0.05951 -0.73849 -0.39346
C 1.18079 -0.03419 0.39022
N 2.42071 -0.56863 0.29708
O 0.90749 0.83269 1.20745
N -1.43748 1.23663 0.01788
H -1.58691 -0.60384 1.01390
H -2.12498 -0.69199 -0.61310
H 0.21817 -1.81259 -0.22820
H 0.10764 -0.59157 -1.49603
H 3.15689 0.11862 0.21069
H 2.55398 -1.48134 -0.13678
H -0.50826 1.48412 0.43592
H -2.29684 1.69120 0.30887
H -1.32510 1.46485 -0.99411

***

8.
4
Properties=species:S:1:pos:R:3 method="wB97M-V/def2-TZVPD" energy_ha=-3757.5145 homo_energy_ev=-20.90 lumo_energy_ha=-0.5366 homo_lumo_gap_ev=6.3 de_lowest_ev=0.819 charge=+2 max_force_ev_per_a=3.8
Zn -0.58576 -1.42571 1.33372
Zn 0.83899 0.64961 -1.16006
F -0.19428 -1.00929 -0.56308
F -0.05894 1.78539 0.38941

***

9.
20
Properties=species:S:1:pos:R:3 method="wB97M-V/def2-TZVPD" energy_ha=-817.5915 homo_energy_ev=-8.53 lumo_energy_ha=0.0231 homo_lumo_gap_ev=9.2 smiles="CC(=O)N1CCN(C)C1=S" de_lowest_ev=0.007 max_force_ev_per_a=0.8
C -0.47194 -2.31856 -1.79024
C -1.17276 0.09080 -1.90665
C -0.69503 1.33073 -1.13898
C 0.23486 1.61884 1.10162
C 0.79485 1.11488 2.39797
C 0.10981 -0.62743 -0.09285
H -0.53858 -2.29231 -2.88721
H 0.42106 -2.88681 -1.47807
H -1.37223 -2.80072 -1.39800
H -0.99527 0.18253 -2.95576
H -2.23846 -0.11418 -1.75649
H 0.06797 1.93125 -1.68528
H -1.53257 2.00732 -0.87427
H 1.78933 0.69438 2.25955
H 0.87841 1.95244 3.06591
H 0.20247 0.33485 2.84081
N -0.37660 -0.96654 -1.31803
N -0.11497 0.73578 0.07154
O 0.02755 2.80305 0.90082
S 0.85874 -1.69208 0.93515

***

10.
42
Properties=species:S:1:pos:R:3 method="wB97M-V/def2-TZVPD" energy_ha=-3279.3719 homo_energy_ev=-0.44 lumo_energy_ha=0.1691 homo_lumo_gap_ev=5.0 de_lowest_ev=0.163 charge=-2 max_force_ev_per_a=1.0
Li -0.23031 -0.38538 -0.71089
C 1.43765 -4.24411 -2.60738
C 0.02583 -3.76028 -2.38623
C -0.60055 -2.93718 -3.31560
C -1.88308 -2.45014 -3.08631
C -2.55456 -2.78465 -1.92044
C -1.94378 -3.61557 -0.98961
C -0.66646 -4.10038 -1.22569
H 1.97688 -4.30545 -1.66037
H 1.98414 -3.56212 -3.26029
H 1.45053 -5.23718 -3.06764
H -0.05983 -2.62335 -4.20195
H -2.33108 -1.76579 -3.79665
H -3.52653 -2.35599 -1.70969
H -2.43395 -3.82690 -0.04693
H -0.16954 -4.69100 -0.46296
S 1.23499 6.42600 -1.35041
C 1.04295 4.75126 -1.38818
S -0.10546 3.93073 -2.34382
C 0.31903 2.26467 -1.99283
C 1.37697 2.12178 -1.14805
S 2.06351 0.63845 -0.55427
S 2.06854 3.64050 -0.60076
S -0.62824 0.99171 -2.72123
C 1.03307 4.20577 3.53390
C 0.55424 2.84260 3.10564
C 1.40023 1.74170 3.16107
C 0.98440 0.49561 2.71768
C -0.30117 0.33554 2.23045
C -1.17047 1.42163 2.18496
C -0.73904 2.66446 2.62007
S -0.81870 -1.22538 1.54456
O -1.64091 -0.82715 0.38415
O -1.56806 -1.90718 2.58268
O 0.39533 -1.90022 1.10381
H 2.10890 4.30747 3.38110
H 0.82503 4.38206 4.59466
H 0.53950 4.99083 2.95883
H 2.42719 1.87473 3.48737
H 1.67218 -0.33870 2.67696
H -2.15246 1.29388 1.74874
H -1.39689 3.52270 2.53152